1.
# C34H71BNO5P

A single C34H71BNO5P molecule at a distorted geometry (ωB97M-V with the def2-TZVPD basis set, the Open Molecules 2025 dataset).

```
! wB97M-V def2-TZVPD RIJCOSX def2/J DEFGRID3
* xyz 0 1
P 4.816 1.119 2.443
O 1.706 2.273 3.098
O 1.545 -6.700 1.988
O 2.260 -3.473 -0.022
O 0.171 -0.564 3.718
O 3.145 -0.828 1.541
N 4.466 0.696 -1.848
C -3.025 4.675 -1.313
C -2.494 -1.539 -2.827
C -5.254 1.742 2.633
C -0.259 -2.128 -1.659
C -2.955 0.807 -3.777
C -2.587 3.322 -3.477
C -3.949 5.764 -0.758
C 4.599 -0.331 -2.875
C 3.155 0.244 2.518
C -2.148 -0.495 -3.884
C -4.824 3.227 2.745
C 3.493 -2.392 -1.845
C -1.337 -2.541 -2.654
C -5.476 1.203 1.222
C 5.719 0.491 3.951
C -3.515 4.226 -2.685
C -4.174 1.031 0.411
C 5.717 0.316 1.059
C 1.026 -2.916 -1.946
C 3.095 -3.165 1.061
C 2.201 -2.501 -1.055
C 3.558 -5.673 1.011
C -2.351 1.906 -2.890
C -5.033 4.095 1.507
C 0.454 -1.695 3.322
C 0.352 -5.940 1.977
C -4.548 5.540 1.758
C 3.310 -4.440 1.881
C 2.338 -6.581 0.825
C 1.597 1.537 0.656
C 2.549 -2.046 1.964
C 3.392 -1.253 -2.887
C -3.618 6.135 0.690
C 1.019 -1.993 1.959
B 2.136 1.389 2.125
H -3.001 3.802 -0.655
H 0.283 -2.564 3.997
H -0.500 -6.593 1.779
H 6.725 0.233 3.637
H -3.790 3.303 3.081
H -2.670 -1.034 -1.876
H 5.517 -0.891 -2.710
H -2.779 1.807 -1.894
H -1.280 1.746 -2.769
H 6.361 -0.477 1.437
H 6.340 1.053 0.564
H 1.920 3.174 2.816
H 0.652 -1.219 1.289
H -3.774 6.629 -1.392
H 2.683 -7.583 0.571
H 1.270 -2.769 -2.993
H -4.453 1.140 3.060
H 0.219 -5.443 2.938
H -2.579 5.913 0.930
H 4.324 -2.131 -1.192
H 2.894 -2.265 2.984
H -1.998 5.032 -1.390
H 4.080 -2.815 0.743
H -3.984 5.528 2.691
H -0.007 -1.071 -1.775
H -1.716 -3.523 -2.377
H 2.499 -4.577 2.594
H 3.707 -3.334 -2.346
H -4.129 0.072 -0.094
H -3.081 1.179 -4.789
H 3.000 -0.127 3.533
H 1.988 -1.499 -0.668
H 0.576 1.160 0.583
H 3.875 -5.333 0.026
H -3.374 -2.097 -3.131
H 4.210 -4.264 2.469
H 1.566 2.581 0.335
H -0.857 -2.612 -3.630
H -4.510 3.787 -2.617
H -4.967 5.398 -0.867
H 3.676 1.301 -2.023
H -3.931 0.527 -3.379
H -3.630 5.143 -3.272
H 4.683 0.121 -3.872
H -5.912 0.209 1.326
H 0.853 -3.973 -1.752
H 1.768 -6.216 -0.031
H -0.575 -2.279 -0.628
H -4.601 3.655 0.617
H 2.485 -0.668 -2.742
H 0.604 -2.950 1.648
H -6.148 1.554 3.225
H 0.368 -5.161 1.214
H 3.349 -1.703 -3.877
H 2.184 0.992 -0.082
H 5.728 1.290 4.680
H -1.086 -0.251 -3.812
H 4.388 -6.258 1.401
H -3.067 3.178 -4.440
H -3.703 7.220 0.776
H -4.151 1.788 -0.373
H -5.429 3.677 3.531
H -6.194 1.787 0.653
H -5.394 6.195 1.949
H -1.643 3.817 -3.697
H -2.305 -0.950 -4.861
H 5.053 -0.116 0.314
H 5.309 1.238 -1.730
H -6.109 4.144 1.333
H -3.293 1.213 1.020
H 5.207 -0.388 4.329
*
```

## Properties
HOMO-LUMO gap = 8.722 eV
DFT total energy = -2135.208115 Ha

=====

2.
# C34H71BrF3IN9O4S

3 unconnected molecules or ions with the total composition C34H71BrF3IN9O4S at a distorted geometry (ωB97M-V with the def2-TZVPD basis set, the Open Molecules 2025 dataset).

```
! wB97M-V def2-TZVPD RIJCOSX def2/J DEFGRID3
* xyz 1 1
I -1.501 5.690 -1.960
Br -2.157 -2.078 -4.457
S 1.127 -0.712 -3.908
F -1.082 3.918 -4.403
F -3.167 3.565 -4.700
F -1.729 2.453 -5.818
O -3.533 4.059 -0.829
O 1.068 3.875 -0.793
O -0.713 2.620 -0.364
O -0.802 0.161 -5.333
N 3.771 -0.456 8.072
N 6.603 -0.537 -3.511
N -2.018 1.959 -3.551
N -2.699 -1.374 -7.235
N -3.926 -4.659 -2.642
N 6.117 1.620 -2.759
N 1.698 0.181 -1.175
N -0.476 -0.941 3.881
N 5.524 0.996 -4.960
C 3.305 0.909 -6.012
C 2.190 -1.378 9.864
C -1.142 -1.304 5.119
C -3.977 0.156 -3.243
C 0.341 2.440 -2.548
C -0.951 0.311 3.321
C -2.840 2.554 -2.420
C -0.635 1.413 -3.117
C -3.768 -0.580 -1.928
C -5.323 -2.587 -2.239
C -4.502 -3.746 -1.649
C -1.527 -2.773 2.441
C 3.276 -1.608 8.804
C -2.894 0.800 -4.128
C -2.698 3.935 -1.720
C 0.149 2.937 -1.144
C 0.256 -0.043 -0.990
C -0.454 -2.443 5.855
C -1.970 2.977 -4.637
C -2.847 -0.149 -6.438
C 4.389 0.124 -5.290
C 2.918 0.027 7.004
C -2.109 -0.176 -5.040
C -5.086 -1.266 -1.524
C 6.075 0.764 -3.697
C 4.340 0.606 8.880
C -0.280 -2.022 2.934
C 0.968 1.744 -5.196
C 2.492 1.742 -4.985
C -0.802 0.322 -2.047
C -2.410 0.375 2.846
C 0.086 0.775 -4.371
C 5.453 0.130 9.800
C 1.626 0.763 7.383
H 1.791 1.533 8.137
H 2.125 -2.252 10.516
H -1.642 0.563 -1.409
H -5.919 -0.582 -1.646
H 5.963 -1.035 -2.909
H 3.825 1.587 -6.678
H 0.598 -2.211 6.030
H -5.137 -2.521 -3.309
H -3.859 2.622 -2.763
H 2.651 0.248 -6.564
H 4.758 1.355 8.203
H 6.230 -0.386 9.236
H -1.227 -3.717 1.980
H -3.535 0.085 -1.101
H 0.815 1.470 -6.232
H 5.693 2.502 -3.033
H -3.577 -1.872 -7.236
H -3.012 -1.353 -1.918
H 4.127 -2.089 9.291
H 1.263 -1.201 -5.149
H -0.931 -2.597 6.823
H 2.667 -0.816 6.353
H 1.217 1.258 6.498
H -3.534 1.304 -4.837
H 2.815 1.542 -3.970
H 4.735 -0.684 -5.930
H -2.074 -2.209 1.685
H -6.374 -2.829 -2.126
H 0.646 2.775 -5.142
H 0.268 -1.641 2.067
H -4.479 -0.528 -3.919
H 0.040 0.377 -0.019
H -0.515 -3.386 5.311
H 7.487 -0.465 -3.029
H -2.691 1.416 2.670
H 2.920 -2.347 8.081
H -4.997 -1.467 -0.461
H 1.205 -1.240 9.421
H -2.951 1.858 -1.609
H -4.296 -4.486 -3.564
H -3.907 0.002 -6.256
H 5.085 -0.541 10.577
H 0.566 3.313 -3.142
H 5.275 1.970 -5.039
H -2.213 -3.013 3.254
H 0.861 0.078 7.746
H 3.580 1.126 9.486
H 1.960 3.593 -1.025
H 3.974 -0.335 -4.396
H -2.926 -4.561 -2.688
H -4.769 0.875 -3.061
H 0.146 -1.104 -0.797
H -2.200 -1.569 4.966
H -2.413 0.639 -7.033
H 2.105 0.735 -0.439
H -2.556 -0.158 1.905
H -2.573 -1.092 -8.199
H -1.136 -0.428 5.772
H -1.161 -0.578 -2.527
H -3.102 -0.029 3.584
H -5.165 -4.329 -1.019
H 1.307 1.936 -2.545
H 0.395 -2.755 3.382
H 2.406 -0.517 10.497
H 3.519 0.698 6.381
H 5.908 0.986 10.300
H 2.205 -0.681 -1.248
H -0.810 1.090 4.075
H -3.701 -3.366 -1.022
H -0.301 0.600 2.488
H 2.797 2.771 -5.173
*
```

## Properties
HOMO-LUMO gap = 6.516 eV
DFT total energy = -5700.945786 Ha

=====

- What is the formula in the second record?
  C34H71BrF3IN9O4S

=====

- Which of these has the highest HOMO-LUMO gap?
  C34H71BNO5P